Entry 1:
{"formula": "C21H39Cl3FN5ORbSSi", "method": "the ωB97M-V functional and the def2-TZVPD basis", "elements": ["Rb", "Cl", "Cl", "Cl", "S", "Si", "F", "O", "N", "N", "N", "N", "N", "C", "C", "C", "C", "C", "C", "C", "C", "C", "C", "C", "C", "C", "C", "C", "C", "C", "C", "C", "C", "C", "H", "H", "H", "H", "H", "H", "H", "H", "H", "H", "H", "H", "H", "H", "H", "H", "H", "H", "H", "H", "H", "H", "H", "H", "H", "H", "H", "H", "H", "H", "H", "H", "H", "H", "H", "H", "H", "H", "H"], "xyz": [[-0.06488, 1.04797, 0.24154], [1.51493, 1.67745, 4.28513], [1.83190, 6.75663, 2.59221], [-1.78316, 3.43397, 0.39011], [-0.92327, -1.29034, -4.60830], [3.14445, 0.62467, -0.68403], [-0.41052, -1.65007, 0.42018], [-0.82414, 1.52116, 2.42187], [-3.00600, -0.27440, 0.07450], [-3.49760, -0.33584, 3.08644], [0.01053, -0.95977, 3.23222], [1.82661, -0.44303, -0.55255], [-4.31053, -1.62114, -3.19700], [-0.57118, 3.73877, 1.58863], [-2.46365, -1.34653, 3.28623], [-4.29972, -0.75276, -1.98880], [0.73345, -2.43427, 0.17852], [1.74385, -4.58424, 0.21879], [1.87707, -1.76468, -0.30771], [4.27498, 0.43982, -2.19216], [-1.22826, -0.83319, 4.05745], [-1.11216, -0.03881, -5.91026], [-3.10048, -1.10907, -1.09289], [1.51252, 4.17900, 3.33309], [1.06791, 5.20470, 2.51482], [0.88172, 2.95469, 3.27860], [0.03265, 4.98148, 1.62550], [0.63388, -3.78050, 0.43945], [-0.23182, 2.65821, 2.44372], [2.98429, -2.63459, -0.50480], [4.19574, 0.61502, 0.89148], [0.15493, -0.38882, -3.47102], [2.91285, -3.99000, -0.25249], [2.34925, 2.35134, -0.85668], [3.78319, -4.61129, -0.42554], [-1.76242, -0.45167, -6.67813], [-4.23331, 0.28822, -2.30312], [-5.23742, -0.89568, -1.45377], [1.59933, 2.37884, -1.65428], [-3.21293, -2.14173, -0.75433], [1.89220, 2.68951, 0.07623], [1.69959, -5.64761, 0.40630], [2.35020, 4.33624, 3.99812], [-3.36073, -1.55353, -3.71899], [-3.05684, 0.51833, 2.75178], [-1.35384, 0.23213, 4.22091], [-0.13593, 0.16733, -6.34181], [-2.14001, -1.67146, 2.29238], [-0.31842, 0.53632, -3.13332], [-1.54031, 0.87192, -5.49612], [-3.74669, -0.46264, 0.74218], [-2.90226, -2.20712, 3.78917], [4.92199, 1.31033, -2.31959], [0.42081, -1.89118, 3.25262], [3.12157, 3.07882, -1.11378], [-3.96427, -0.11562, 3.95743], [3.68200, 0.33294, -3.10470], [-1.07817, -1.33268, 5.01249], [3.90168, -2.19357, -0.87529], [-2.99696, 0.71769, -0.13631], [1.07113, -0.16322, -4.01193], [-0.29781, 5.76383, 0.95681], [-0.29848, -4.19203, 0.80977], [-0.23227, -0.72674, 2.26677], [4.57812, -0.39236, 1.07574], [-2.17737, -1.04815, -1.67872], [-5.06162, -1.37510, -3.83838], [0.68325, -0.23847, 3.52460], [0.40622, -1.02383, -2.62215], [5.05155, 1.29001, 0.82137], [-4.43243, -2.59711, -2.93011], [3.60746, 0.90943, 1.76533], [4.91407, -0.44191, -2.11139]], "lowdin_charge": [1.07, 0.76, 0.69, 0.65, 0.76, 0.34, -0.13, -0.39, 0.01, 0.00, 0.16, -0.26, 0.17, -0.63, -0.24, -0.14, -0.23, -0.12, -0.38, -0.17, -0.13, -0.39, -0.27, -0.13, -0.68, -0.54, -0.13, -0.06, -0.61, -0.03, -0.16, -0.40, -0.10, -0.23, 0.10, 0.03, 0.14, 0.14, 0.01, 0.13, -0.03, 0.10, 0.11, 0.11, 0.06, 0.10, 0.04, 0.09, 0.04, 0.04, 0.07, 0.12, 0.03, 0.17, 0.04, 0.08, 0.02, 0.13, 0.09, 0.05, 0.05, 0.11, 0.11, 0.08, 0.03, 0.10, 0.17, 0.04, 0.02, 0.03, 0.17, 0.01, 0.02], "total_charge": 1, "homo_lumo_gap_ha": 0.2013, "homo_ev": -8.737, "de_lowest_ev": 0.2698}

Entry 2:
{"formula": "C3H10N2OP", "method": "the ωB97M-V functional and the def2-TZVPD basis", "elements": ["P", "O", "N", "N", "C", "C", "C", "H", "H", "H", "H", "H", "H", "H", "H", "H", "H"], "xyz": [[0.63073, -1.05112, 0.53602], [2.44137, -0.96303, -1.15723], [-2.31622, -0.58249, -0.79846], [1.77012, -0.18747, -0.21309], [2.15705, 1.19569, -0.22296], [-3.44573, -1.07190, -0.55877], [-0.18262, 0.21641, 1.55867], [3.18798, 1.30361, 0.13052], [-4.25856, -1.16497, -1.27900], [1.50118, 1.78183, 0.41542], [-3.64820, -1.43189, 0.44228], [2.09811, 1.58235, -1.24381], [-0.77063, 0.88195, 0.92854], [3.39247, -0.75054, -1.17117], [-0.87937, -0.28721, 2.22278], [-2.18615, -0.26411, -1.76015], [0.50847, 0.79288, 2.17041]], "lowdin_charge": [1.19, -0.05, 0.00, -0.48, -0.04, -0.10, -0.31, 0.12, 0.08, 0.08, 0.06, 0.12, 0.04, 0.13, 0.04, 0.06, 0.05], "total_charge": 1, "homo_lumo_gap_ha": 0.3071, "homo_ev": -13.780, "de_lowest_ev": 4.6994}

Entry 3:
{"formula": "ClFHOPS", "method": "the ωB97M-V functional and the def2-TZVPD basis", "elements": ["Cl", "S", "P", "F", "O", "H"], "xyz": [[-1.54131, -1.20013, 0.97263], [-0.73330, 2.09959, 0.23603], [-0.31556, -0.00237, -0.07519], [-0.25808, -0.43578, -1.59205], [1.12622, -0.56936, 0.30499], [1.72204, 0.10805, 0.15360]], "lowdin_spin": [0.22, 1.33, 0.32, 0.08, 0.04, 0.00], "spin_multiplicity": 3, "homo_lumo_gap_ha": [0.2404, 0.2572], "s2": 2.0065, "homo_ev": [-5.968, -10.000], "de_lowest_ev": 0.3150}

Repeat the third record exactly.
{"formula": "ClFHOPS", "method": "the ωB97M-V functional and the def2-TZVPD basis", "elements": ["Cl", "S", "P", "F", "O", "H"], "xyz": [[-1.54131, -1.20013, 0.97263], [-0.73330, 2.09959, 0.23603], [-0.31556, -0.00237, -0.07519], [-0.25808, -0.43578, -1.59205], [1.12622, -0.56936, 0.30499], [1.72204, 0.10805, 0.15360]], "lowdin_spin": [0.22, 1.33, 0.32, 0.08, 0.04, 0.00], "spin_multiplicity": 3, "homo_lumo_gap_ha": [0.2404, 0.2572], "s2": 2.0065, "homo_ev": [-5.968, -10.000], "de_lowest_ev": 0.3150}